# C4H3NO

The molecule C4H3NO at a distorted geometry (wB97M-V/def2-TZVPD, the Open Molecules 2025 dataset).

Structure (XYZ):
```
9
Properties=species:S:1:pos:R:3
C -0.62 -0.48 -0.30
C -0.51 0.31 1.15
C 0.72 0.81 1.04
C 0.60 -0.03 -1.08
H -0.99 -0.41 2.13
H 1.24 1.48 1.86
H 0.71 -0.32 -2.24
N 1.24 0.89 -0.33
O -1.35 -1.33 -0.53
```

## Properties
E	-7730.277	eV
frontier orbital gap	0.3187	hartree
structure (SMILES)	O=C1C=CN=C1
multiplicity	1
F_max	5.6	eV/Å

# C15H28InNO7

A structure of composition C15H28InNO7 at a distorted geometry (wB97M-V/def2-TZVPD, the Open Molecules 2025 dataset).

Structure (XYZ):
```
52
Properties=species:S:1:pos:R:3
In 1.74 0.37 1.45
C 0.39 -2.30 5.32
C 0.65 -1.52 4.16
O 1.74 -1.58 3.70
O -0.23 -0.89 3.62
H 0.06 -1.77 6.21
H 1.22 -2.96 5.56
H -0.29 -3.11 5.04
C 0.10 4.85 -0.37
C 0.22 3.91 0.87
O 0.05 2.65 0.84
O 0.80 4.38 1.86
H -0.86 5.35 -0.21
H -0.19 4.13 -1.14
H 0.91 5.52 -0.63
C 6.46 -1.08 0.57
C 4.98 -0.60 0.80
O 4.80 0.13 1.83
O 3.98 -0.95 0.02
H 6.57 -2.14 0.30
H 7.04 -0.86 1.46
H 6.82 -0.48 -0.27
C -2.63 -0.22 1.23
C -2.37 -0.33 -0.35
C -2.83 0.95 -1.09
C -2.52 0.91 -2.65
C -0.98 0.82 -2.83
C -0.35 -0.35 -1.94
N -0.88 -0.53 -0.60
O -0.37 -1.64 -0.01
C -0.58 -1.61 -2.71
C 1.15 -0.18 -2.00
C -3.41 -1.42 -0.80
H -3.62 0.07 1.57
H -2.02 0.42 1.86
H -2.38 -1.18 1.67
H -3.92 1.00 -1.13
H -2.64 1.92 -0.63
H -2.84 1.88 -3.03
H -3.11 0.20 -3.22
H -0.52 1.78 -2.57
H -0.84 0.53 -3.87
H -0.16 -1.71 -3.71
H -0.08 -2.39 -2.14
H -1.62 -1.81 -2.97
H 1.58 0.70 -1.51
H 1.49 -1.03 -1.39
H 1.59 -0.16 -3.00
H -4.46 -1.15 -0.64
H -3.29 -2.36 -0.25
H -3.50 -1.76 -1.83
H -0.83 -2.39 -0.42
```

## Properties
⟨S²⟩	0.7655
E	-37002.429	eV
frontier orbital gap (spin up / spin down)	0.2965 / 0.1658	hartree
charge	-1
multiplicity	2
F_max	7.4	eV/Å

# C23H26N4O5S

The molecule C23H26N4O5S at a distorted geometry (wB97M-V/def2-TZVPD, the Open Molecules 2025 dataset).

Structure (XYZ):
```
59
Properties=species:S:1:pos:R:3
C -7.76 -1.18 -1.18
C -6.27 -1.38 -1.41
C -5.43 -0.68 -0.34
C -3.94 -0.89 -0.56
H -3.71 -1.96 -0.54
H -3.65 -0.51 -1.54
C -3.11 -0.19 0.51
C -1.65 -0.43 0.35
N -1.22 -1.29 -0.51
C 0.11 -1.48 -0.61
C 1.06 -0.82 0.17
C 2.38 -1.21 -0.16
C 2.40 -2.15 -1.15
S 0.82 -2.59 -1.72
C 3.72 -2.72 -1.55
O 4.48 -3.02 -0.40
C 4.55 -2.05 0.66
C 4.06 -2.76 1.93
H 3.00 -3.00 1.84
H 4.20 -2.12 2.80
H 4.61 -3.68 2.07
C 6.02 -1.64 0.82
H 6.62 -2.52 1.04
H 6.13 -0.92 1.62
H 6.39 -1.20 -0.11
C 3.68 -0.80 0.41
H 4.20 -0.15 -0.31
H 3.54 -0.25 1.33
H 3.62 -3.66 -2.09
H 4.26 -1.99 -2.18
C 0.62 0.13 1.15
O 1.30 0.78 1.92
N -0.79 0.29 1.16
N -1.32 1.23 2.03
C -0.86 2.52 2.10
O -1.15 3.22 3.05
C -0.06 3.00 0.93
C -0.43 2.73 -0.38
C 0.38 3.14 -1.42
C 1.55 3.83 -1.13
C 1.91 4.14 0.17
C 1.10 3.72 1.21
H 1.35 3.93 2.23
H 2.82 4.69 0.36
N 2.41 4.24 -2.22
O 3.42 4.86 -1.94
O 2.08 3.93 -3.34
H 0.13 2.94 -2.45
H -1.34 2.20 -0.60
H -1.71 0.87 2.89
H -3.30 0.89 0.50
H -3.41 -0.55 1.50
H -5.72 -1.05 0.64
H -5.66 0.39 -0.36
H -6.04 -2.45 -1.40
H -5.99 -1.00 -2.39
H -8.34 -1.69 -1.95
H -8.06 -1.58 -0.21
H -8.01 -0.12 -1.21
```

## Properties
E	-51304.198	eV
frontier orbital gap	0.2850	hartree
structure (SMILES)	CCCCCc1nc2sc3c(c2c(=O)n1NC(=O)c1ccc([N+](=O)[O-])cc1)CC(C)(C)OC3
multiplicity	1
F_max	1.3	eV/Å

- Which of these has the highest F_max?
  C15H28InNO7

- Which value of multiplicity does entry 2 give?
  2